Entry 1:
Here is a structure of composition C3H9HgNOPS from the OMol25 dataset. Energies are from ωB97M-V/def2-TZVPD.

Geometry as XYZ:
```
17
C3H9HgNOPS, DFT ωB97M-V/def2-TZVPD
Hg -1.18499 -1.37052 -2.06231
C -0.78212 -0.76977 1.95356
P -0.12763 -0.45737 0.28271
C 0.04670 1.35218 0.23481
C 1.59841 -1.02442 0.39766
H -0.14078 -0.32656 2.71755
H -0.85384 -1.84339 2.12636
H -1.78254 -0.34603 2.03861
H 0.68502 1.70857 1.04565
H -0.93538 1.81799 0.31472
H 0.48191 1.64362 -0.72087
H 2.12474 -0.52982 1.21611
H 2.11011 -0.80430 -0.53985
H 1.62567 -2.10262 0.55552
O -2.07332 1.53154 -2.78401
S -0.78457 1.38533 -3.47383
N -0.00740 0.13558 -3.30239
```

HOMO energy (spin up / spin down)   -0.2668 / -0.3173 hartree
Orbital gap (spin up / spin down)   7.820 / 7.328 eV
Multiplicity   2
<S²>   0.76
ΔE to the lowest compared entry with this formula, charge and spin   0.0 kcal per mole


Entry 2:
Here is a structure of composition C24H39BN5O8PSe2SiW from the OMol25 dataset. Energies are from ωB97M-V/def2-TZVPD.

Geometry as XYZ:
```
82
C24H39BN5O8PSe2SiW, DFT ωB97M-V/def2-TZVPD
W 0.09117 -0.08898 -0.18882
C 3.73717 0.84912 -2.27242
Se 1.76437 0.65532 -2.26742
C 1.36287 2.50892 -2.94482
C 1.44757 3.54882 -1.84072
Se 0.41817 2.95952 -0.21912
C -1.05443 4.26732 -0.43162
H 4.07657 0.87722 -3.30862
H 4.13087 -0.03868 -1.78392
H 4.05217 1.74272 -1.74322
H 0.34627 2.46152 -3.34102
H 2.04797 2.75022 -3.76122
H 1.01117 4.49322 -2.16702
H 2.48017 3.72922 -1.53832
H -1.69903 3.98462 -1.25762
H -0.64583 5.26572 -0.58012
H -1.61433 4.24692 0.49888
C -1.42513 0.44112 -3.94522
C -2.10733 0.91322 -2.70242
C -3.38503 1.42882 -2.78282
C -4.02693 1.88552 -1.63332
C -3.40143 1.75602 -0.41562
C -2.11893 1.17932 -0.35742
N -1.44133 0.84062 -1.51202
N -1.36933 0.95302 0.74228
Si -2.10783 0.98522 2.35738
C -2.07363 2.81782 2.90488
C -0.86443 0.01132 3.41348
C -3.79713 0.10832 2.37488
H -2.04783 -0.30468 -4.43532
H -0.45613 -0.00998 -3.74412
H -1.30293 1.25782 -4.65392
H -3.87203 1.47942 -3.74182
H -5.00323 2.34272 -1.70092
H -3.87493 2.09132 0.49138
H -1.09273 3.28012 2.79178
H -2.35233 2.90002 3.94908
H -2.78683 3.42012 2.35058
H -0.87093 0.36352 4.43838
H 0.14357 0.12062 3.02108
H -1.10213 -1.04748 3.43728
H -4.58903 0.78272 2.68518
H -3.79073 -0.71138 3.09068
H -4.08773 -0.30918 1.41228
O 3.66377 -2.33088 0.57768
C 2.51537 -2.19018 0.24958
O 2.04307 -1.10488 -0.33112
C 1.40997 -3.21158 0.45668
C 1.48477 -4.57078 0.23088
C 0.31397 -5.33878 0.23438
C -0.93963 -4.75998 0.30798
C -1.02283 -3.38628 0.54298
C 0.15687 -2.61808 0.73068
O 0.10467 -1.38238 1.17788
N -2.22193 -2.65528 0.42708
O -3.29563 -3.14708 0.60638
O -2.07303 -1.44088 0.07188
N 0.42987 -6.79498 0.02878
O 1.54647 -7.23748 0.00938
O -0.59833 -7.40168 -0.09692
H 2.43567 -5.05118 0.03728
H -1.83163 -5.35428 0.14498
B -0.42253 -3.45998 -3.40322
C -0.29033 -2.35818 -2.41932
N -0.15933 -1.47408 -1.63152
H -1.57693 -3.61738 -3.63392
H 0.10707 -4.40428 -2.91032
H 0.17057 -3.11558 -4.37432
C 2.87227 -0.48788 3.14468
P 2.57917 0.99082 2.13728
C 2.10517 2.40402 3.17278
C 4.11697 1.38142 1.25728
O 1.43327 0.82522 1.09588
H 3.41337 -0.17738 4.03448
H 3.49287 -1.19658 2.59918
H 1.95507 -0.98228 3.45318
H 2.85027 2.58352 3.94248
H 1.14257 2.21852 3.64538
H 2.02127 3.28342 2.53398
H 4.90017 1.60002 1.97818
H 3.98917 2.25212 0.61688
H 4.43017 0.52252 0.66608
```

HOMO energy (spin up / spin down)   -0.5302 / -0.5302 hartree
Orbital gap (spin up / spin down)   5.850 / 5.851 eV
Total charge   +2
ΔE to the lowest compared entry with this formula, charge and spin   68.8 kcal per mole


Entry 3:
Here is the molecule C19H21N3O6S from the OMol25 dataset. Energies are from ωB97M-V/def2-TZVPD.

Geometry as XYZ:
```
50
C19H21N3O6S, DFT ωB97M-V/def2-TZVPD
C 2.15911 -1.07943 -1.38255
N 3.20372 -0.81192 -0.42168
C 3.27296 -1.34222 0.81916
O 4.24393 -1.21624 1.53752
C 2.08980 -2.18694 1.30787
O 0.79937 -1.64649 1.05144
C 0.62789 -0.34533 1.32426
O 1.51595 0.37016 1.72079
C -0.75676 0.11327 1.05815
C -1.07099 1.44802 1.35106
C -2.34040 1.92105 1.12275
C -3.31928 1.07567 0.59563
C -4.67529 1.57930 0.35648
O -5.07216 2.70455 0.57236
N -5.51038 0.60752 -0.16981
C -5.11268 -0.66743 -0.43373
N -3.93658 -1.13036 -0.23227
C -3.00812 -0.26584 0.29437
C -1.71425 -0.73664 0.53377
C -6.27081 -1.43841 -0.98534
C -7.25159 -0.33990 -1.41219
C -6.90558 0.83583 -0.49400
C 4.22016 0.16083 -0.83155
C 4.29882 1.36130 0.15527
C 5.62920 1.37276 0.87402
S 6.72803 0.84233 -0.46149
O 7.98082 0.30978 -0.00541
O 6.77984 1.85427 -1.48325
C 5.59359 -0.47858 -0.99712
H 1.44337 -0.25206 -1.43017
H 2.60866 -1.20849 -2.36853
H 1.62092 -1.98971 -1.13505
H 2.23156 -2.30313 2.38789
H 2.09895 -3.17361 0.83766
H -0.29889 2.08185 1.75881
H -2.61279 2.94235 1.34193
H -1.48657 -1.76455 0.30504
H -6.68705 -2.06118 -0.19013
H -5.96352 -2.09273 -1.79788
H -7.07174 -0.06569 -2.45224
H -8.29053 -0.64348 -1.31067
H -7.49691 0.82574 0.42785
H -7.01936 1.81447 -0.96295
H 3.88968 0.54706 -1.79819
H 3.46952 1.30214 0.86110
H 4.20483 2.28390 -0.41857
H 5.68887 0.61574 1.64916
H 5.91078 2.35045 1.24677
H 5.81404 -0.78281 -2.01411
H 5.74791 -1.29715 -0.30223
```

HOMO energy   -0.3332 hartree
Orbital gap   8.631 eV
ΔE to the lowest compared entry with this formula, charge and spin   0.0 kcal per mole


Entry 4:
Here is a cluster of 2 separate species, C4H13N2O in total from the OMol25 dataset. Energies are from ωB97M-V/def2-TZVPD.

Geometry as XYZ:
```
20
C4H13N2O, DFT ωB97M-V/def2-TZVPD
C 1.23045 1.38280 0.47530
O 1.90399 2.36523 1.21742
C -0.11094 1.98926 0.10386
N -0.81563 1.12526 -0.89097
H 1.07763 0.47301 1.05582
H 1.76699 1.17565 -0.46101
H 2.66158 1.95088 1.65469
H -0.71655 2.17831 0.99020
H 0.01015 2.99457 -0.30194
H -0.61768 0.06050 -0.70042
H -0.46655 1.37478 -1.80872
H -1.82337 1.27716 -0.88055
C -1.16925 -2.11042 0.71631
C 0.30109 -2.39262 -1.07082
N -0.46837 -1.59791 -0.46210
H -0.65420 -1.78995 1.62095
H -1.19840 -3.20100 0.70320
H -2.19702 -1.75342 0.72900
H 0.86081 -2.07664 -1.94416
H 0.42526 -3.42546 -0.74605
```

HOMO energy   -0.5297 hartree
Orbital gap   11.337 eV
Total charge   +1
ΔE to the lowest compared entry with this formula, charge and spin   51.0 kcal per mole


Entry 5:
Here is a structure of composition C27H45FeN9O8S2SeSi3 from the OMol25 dataset. Energies are from ωB97M-V/def2-TZVPD.

Geometry as XYZ:
```
96
C27H45FeN9O8S2SeSi3, DFT ωB97M-V/def2-TZVPD
Fe -0.75910 0.26835 0.69323
N 0.61963 2.02081 2.67279
N -0.17531 3.15058 2.73673
C -1.41707 3.15743 2.21832
N -2.06953 4.32761 2.30414
N -1.83514 2.02469 1.63316
N -3.18390 1.83673 1.40160
O -3.45978 0.75057 0.95657
O -4.04864 2.66630 1.70005
H 0.93326 1.76256 3.59595
H 1.37782 2.17950 2.00257
H 0.26095 4.05249 2.87026
H -1.70260 5.02387 2.92913
H -3.05813 4.29453 2.11360
N -7.44059 3.21729 -2.41342
C -6.08383 2.88108 -2.48876
C -5.19561 3.33391 -1.51053
C -3.85601 3.01768 -1.59187
C -3.37515 2.24536 -2.64135
C -4.24577 1.81284 -3.62702
C -5.59337 2.13387 -3.55479
S -1.66316 1.79392 -2.66499
O -0.92539 2.96262 -2.25861
O -1.43055 1.22159 -3.97396
N -1.46508 0.70387 -1.52537
C -1.97073 -0.53573 -1.60912
S -2.86596 -1.33944 -2.85438
C -3.05061 -2.70734 -1.80244
C -2.41283 -2.48724 -0.63258
N -1.78466 -1.27900 -0.53372
H -7.76737 3.38471 -1.47493
H -8.05024 2.58161 -2.90302
H -5.56217 3.91938 -0.67571
H -3.16400 3.38340 -0.84592
H -3.86220 1.22589 -4.44963
H -6.27315 1.79268 -4.32713
H -3.58470 -3.58923 -2.11033
H -2.34240 -3.18493 0.18842
C -3.57002 -2.32310 3.05282
Si -1.76632 -2.69170 3.42555
C -1.52040 -2.70411 5.28807
C -1.36922 -4.41809 2.79335
Se -0.39621 -1.19226 2.55681
H -4.23751 -3.08228 3.46973
H -3.73107 -2.27540 1.97391
H -3.84845 -1.35194 3.46541
H -2.16565 -3.43898 5.77723
H -1.73544 -1.71931 5.70436
H -0.48301 -2.94604 5.52465
H -1.97508 -5.17983 3.29243
H -0.31622 -4.64376 2.96919
H -1.54388 -4.49358 1.71931
O 2.22064 2.80187 0.57203
C 1.73663 2.01382 -0.25235
O 0.84885 1.14458 -0.01864
C 2.20391 2.07112 -1.69297
C 3.02343 3.10443 -2.12291
C 3.39011 3.20993 -3.45748
C 2.93652 2.28226 -4.38131
C 2.13212 1.25257 -3.92384
C 1.75699 1.12176 -2.60420
N 1.63178 0.26526 -4.90455
O 1.15262 -0.76150 -4.47607
O 1.75607 0.53453 -6.08653
H 3.35537 3.82886 -1.39072
H 4.01989 4.02691 -3.78528
H 3.18158 2.34632 -5.43011
H 1.08738 0.33567 -2.28874
C 5.66016 -0.02286 1.17412
Si 4.17021 -0.87447 1.94756
C 4.78038 -2.39211 2.87268
C 3.37872 0.31543 3.15838
C 2.94970 -1.32285 0.64280
Si 2.99669 -2.61190 -0.67974
C 1.32740 -2.73566 -1.51319
C 4.32140 -2.16656 -1.93591
C 3.44165 -4.29092 0.04331
H 6.35002 0.31775 1.95123
H 5.34076 0.84904 0.59970
H 6.20853 -0.68379 0.50105
H 5.43113 -2.09585 3.69928
H 5.34551 -3.05976 2.22015
H 3.94384 -2.95927 3.28427
H 3.96380 0.37834 4.07907
H 2.36322 -0.00700 3.40365
H 3.32970 1.31200 2.71322
H 2.10299 -0.63675 0.61850
H 0.92029 -1.75122 -1.74640
H 0.60448 -3.23193 -0.86330
H 1.39587 -3.28919 -2.45273
H 4.07011 -1.24746 -2.46626
H 4.42588 -2.96247 -2.67789
H 5.28843 -2.02482 -1.44969
H 2.87942 -4.49133 0.95629
H 4.50572 -4.35646 0.27997
H 3.21174 -5.08074 -0.67623
```

HOMO energy (spin up / spin down)   -0.1785 / -0.1735 hartree
Orbital gap (spin up / spin down)   7.073 / 6.871 eV
Total charge   -1
Multiplicity   6
<S²>   8.76
ΔE to the lowest compared entry with this formula, charge and spin   13.6 kcal per mole


Entry 6:
Here is a cluster of 2 separate species, C2H3N2O2 in total from the OMol25 dataset. Energies are from ωB97M-V/def2-TZVPD.

Geometry as XYZ:
```
9
C2H3N2O2, DFT ωB97M-V/def2-TZVPD
C 0.89016 -1.29714 0.29917
C -0.54825 0.97049 -0.41962
N -1.16398 0.87963 0.70094
N 0.89410 -0.44074 -0.62802
O 1.17973 -1.75335 1.40366
O 0.56716 -1.89787 -0.99936
H -1.08292 0.24621 -1.09714
H 0.03982 1.81736 -0.69096
H -0.77582 1.47540 1.43132
```

HOMO energy   -0.1209 hartree
Orbital gap   7.768 eV
Total charge   -1
ΔE to the lowest compared entry with this formula, charge and spin   67.7 kcal per mole


What is the formula in the fifth record? C27H45FeN9O8S2SeSi3


Which value of ΔE to the lowest compared entry with this formula, charge and spin does entry 4 give? 51.0 kcal per mole


Please write out number 3 again, unchanged.
Here is the molecule C19H21N3O6S from the OMol25 dataset. Energies are from ωB97M-V/def2-TZVPD.

Geometry as XYZ:
```
50
C19H21N3O6S, DFT ωB97M-V/def2-TZVPD
C 2.15911 -1.07943 -1.38255
N 3.20372 -0.81192 -0.42168
C 3.27296 -1.34222 0.81916
O 4.24393 -1.21624 1.53752
C 2.08980 -2.18694 1.30787
O 0.79937 -1.64649 1.05144
C 0.62789 -0.34533 1.32426
O 1.51595 0.37016 1.72079
C -0.75676 0.11327 1.05815
C -1.07099 1.44802 1.35106
C -2.34040 1.92105 1.12275
C -3.31928 1.07567 0.59563
C -4.67529 1.57930 0.35648
O -5.07216 2.70455 0.57236
N -5.51038 0.60752 -0.16981
C -5.11268 -0.66743 -0.43373
N -3.93658 -1.13036 -0.23227
C -3.00812 -0.26584 0.29437
C -1.71425 -0.73664 0.53377
C -6.27081 -1.43841 -0.98534
C -7.25159 -0.33990 -1.41219
C -6.90558 0.83583 -0.49400
C 4.22016 0.16083 -0.83155
C 4.29882 1.36130 0.15527
C 5.62920 1.37276 0.87402
S 6.72803 0.84233 -0.46149
O 7.98082 0.30978 -0.00541
O 6.77984 1.85427 -1.48325
C 5.59359 -0.47858 -0.99712
H 1.44337 -0.25206 -1.43017
H 2.60866 -1.20849 -2.36853
H 1.62092 -1.98971 -1.13505
H 2.23156 -2.30313 2.38789
H 2.09895 -3.17361 0.83766
H -0.29889 2.08185 1.75881
H -2.61279 2.94235 1.34193
H -1.48657 -1.76455 0.30504
H -6.68705 -2.06118 -0.19013
H -5.96352 -2.09273 -1.79788
H -7.07174 -0.06569 -2.45224
H -8.29053 -0.64348 -1.31067
H -7.49691 0.82574 0.42785
H -7.01936 1.81447 -0.96295
H 3.88968 0.54706 -1.79819
H 3.46952 1.30214 0.86110
H 4.20483 2.28390 -0.41857
H 5.68887 0.61574 1.64916
H 5.91078 2.35045 1.24677
H 5.81404 -0.78281 -2.01411
H 5.74791 -1.29715 -0.30223
```

HOMO energy   -0.3332 hartree
Orbital gap   8.631 eV
ΔE to the lowest compared entry with this formula, charge and spin   0.0 kcal per mole